Record 1
A single C2ClN5 molecule at a distorted geometry. Source: the Open Molecules 2025 dataset; level of theory: ωB97M-V/def2-TZVPD.

Each line ends with the Mulliken spin population.
CARTESIAN COORDINATES (ANGSTROEM)
C 0.88 1.12 -0.05  0.02
C 0.38 -0.20 -0.03  0.16
N 1.30 2.16 0.10  0.03
N -0.54 -0.40 -1.14  0.38
N -0.53 -0.29 1.12  0.37
N -1.64 -0.62 -0.74  0.48
N -1.64 -0.51 0.76  0.44
Cl 1.79 -1.27 -0.01  0.11

Expectation value of S² ... 2.011
Energy above the lowest of the compared OMol25 structures with the same formula, charge and spin ... 0.0 kcal per mole
2S+1 ... 3
HOMO level (alpha / beta) ... -8.466 / -12.133 eV
LUMO (alpha / beta) ... -0.2 / -4.5 eV


Record 2
2 unconnected molecules or ions with the total composition C2ClNO2S at a distorted geometry. Source: the Open Molecules 2025 dataset; level of theory: ωB97M-V/def2-TZVPD.

Each line ends with the natural charge from an NBO analysis.
CARTESIAN COORDINATES (ANGSTROEM)
N 0.72 -0.45 2.73  -0.19
C 0.73 -0.19 1.62  0.14
C 0.87 0.30 0.25  0.46
O 0.17 1.04 -0.37  -0.42
Cl 2.49 -0.07 -0.35  0.00
O -2.74 -1.01 -3.59  -0.67
S -3.02 0.17 -2.74  0.67

Energy above the lowest of the compared OMol25 structures with the same formula, charge and spin ... 18.2 kcal per mole
SMILES ... N#CC(=O)Cl.O=S
HOMO level (alpha / beta) ... -9.409 / -9.418 eV
LUMO (alpha / beta) ... -1.6 / -1.6 eV


Record 3
2 unconnected molecules or ions with the total composition C2F2INO2 at a distorted geometry. Source: the Open Molecules 2025 dataset; level of theory: ωB97M-V/def2-TZVPD.

Each line ends with the natural charge from an NBO analysis.
CARTESIAN COORDINATES (ANGSTROEM)
F -0.02 -1.69 -0.46  -0.31
C 0.45 -0.98 0.59  0.92
F -0.55 -1.15 1.47  -0.30
N 1.46 -0.27 0.80  -0.70
I 2.77 0.33 -0.59  0.39
O -2.24 0.53 -0.80  -0.50
C -1.37 1.24 -0.57  1.01
O -0.50 1.99 -0.44  -0.52

Energy above the lowest of the compared OMol25 structures with the same formula, charge and spin ... 4.3 kcal per mole
SMILES ... FC(F)=NI.O=C=O
HOMO level ... -9.974 eV
LUMO ... -0.5 eV


Record 4
A molecular structure, C2F2InO3S at a distorted geometry. Source: the Open Molecules 2025 dataset; level of theory: ωB97M-V/def2-TZVPD.

Each line ends with the Mulliken spin population.
CARTESIAN COORDINATES (ANGSTROEM)
In 1.35 -1.15 0.19  0.62
S -0.68 0.17 -1.41  0.05
O 0.85 0.63 -0.90  0.04
C -0.80 -1.30 -0.33  0.24
F -1.79 -1.10 0.63  0.02
F -1.33 -2.37 -1.07  0.01
O 0.98 0.70 1.50  0.01
C 0.82 1.63 0.74  0.00
O 0.59 2.79 0.65  0.00

Expectation value of S² ... 0.758
2S+1 ... 2
HOMO level (alpha / beta) ... -9.134 / -9.447 eV
LUMO (alpha / beta) ... -0.5 / -2.9 eV


Record 5
A single C2F2O5S2 molecule at a distorted geometry. Source: the Open Molecules 2025 dataset; level of theory: ωB97M-V/def2-TZVPD.

Each line ends with the natural charge from an NBO analysis.
CARTESIAN COORDINATES (ANGSTROEM)
O -0.59 -2.30 1.23  -0.84
S -0.94 -1.12 0.51  2.32
O -2.30 -0.76 0.13  -0.84
O -0.02 -1.09 -0.80  -0.91
S 0.74 0.23 -1.38  2.37
O -0.22 0.92 -2.16  -0.84
O 2.05 -0.06 -1.73  -0.84
C 0.73 0.95 0.26  0.05
F 1.29 2.15 0.41  -0.26
C -0.16 0.31 1.18  0.05
F -0.57 0.77 2.35  -0.26

SMILES ... O=S1(=O)OS(=O)(=O)C(F)=C1F
HOMO level ... -11.330 eV
LUMO ... -0.8 eV


Record 6
2 unconnected molecules or ions with the total composition C2F2S3 at a distorted geometry. Source: the Open Molecules 2025 dataset; level of theory: ωB97M-V/def2-TZVPD.

Each line ends with the natural charge from an NBO analysis.
CARTESIAN COORDINATES (ANGSTROEM)
C -0.28 2.00 -0.59  -0.39
C 0.27 -1.56 0.47  0.63
F 0.80 -1.22 1.60  -0.28
F -0.69 -2.43 0.64  -0.29
S 1.09 2.70 -0.45  0.21
S -1.70 1.37 -0.66  0.18
S 0.52 -0.86 -1.01  -0.06

Energy above the lowest of the compared OMol25 structures with the same formula, charge and spin ... 5.5 kcal per mole
HOMO level ... -9.368 eV
LUMO ... -0.3 eV


Record 7
A molecular structure, C2F3KNO5S2 at a distorted geometry. Source: the Open Molecules 2025 dataset; level of theory: ωB97M-V/def2-TZVPD.

Each line ends with the Löwdin charge.
CARTESIAN COORDINATES (ANGSTROEM)
K 0.96 -0.07 -2.62  0.86
N 0.10 0.22 1.13  -0.58
S 1.26 -1.01 0.76  0.58
O 1.86 -0.57 -0.69  -1.03
S -1.28 0.15 0.40  0.50
O -1.23 -0.29 -1.03  -0.48
O -2.07 1.37 0.65  -0.37
C -2.38 -1.17 1.17  -0.72
F -1.92 -2.39 0.92  0.11
F -2.42 -0.99 2.48  0.11
F -3.61 -1.07 0.68  0.11
O 2.83 2.06 -2.17  0.11
C 3.51 1.88 -1.22  -0.41
O 4.39 1.89 -0.47  0.21

Charge ... -1
HOMO level ... -2.322 eV
LUMO ... 1.8 eV


Record 8
A single C2F3N3O2 molecule at a distorted geometry. Source: the Open Molecules 2025 dataset; level of theory: ωB97M-V/def2-TZVPD.

Each line ends with the Mulliken spin population.
CARTESIAN COORDINATES (ANGSTROEM)
C -2.74 0.21 -0.02  -0.08
C 1.74 0.24 0.03  0.00
N -3.81 0.41 0.37  0.47
N -1.45 0.34 -0.35  0.57
N -0.58 -0.50 -0.22  0.42
O -0.49 -1.65 0.03  0.64
O 0.71 0.20 -0.75  -0.02
F 1.45 0.36 1.30  0.00
F 2.57 -0.84 0.00  0.00
F 2.61 1.23 -0.39  0.00

Expectation value of S² ... 2.023
2S+1 ... 3
HOMO level (alpha / beta) ... -9.006 / -12.467 eV
LUMO (alpha / beta) ... -0.2 / -5.1 eV


Record 9
2 unconnected molecules or ions with the total composition C2F3NO at a distorted geometry. Source: the Open Molecules 2025 dataset; level of theory: ωB97M-V/def2-TZVPD.

Each line ends with the natural charge from an NBO analysis.
CARTESIAN COORDINATES (ANGSTROEM)
C -1.11 -1.23 1.12  0.68
C 1.14 0.46 -0.79  0.81
N 0.92 -0.73 -1.04  -0.14
O 0.57 0.09 0.36  -0.44
F -1.47 -0.48 2.12  -0.33
F -1.70 -0.70 0.02  -0.36
F 1.72 1.45 -1.18  -0.21

Energy above the lowest of the compared OMol25 structures with the same formula, charge and spin ... 146.9 kcal per mole
HOMO level ... -10.587 eV
LUMO ... -0.1 eV


Record 10
A molecular structure, C2F3O3Tl at a distorted geometry. Source: the Open Molecules 2025 dataset; level of theory: ωB97M-V/def2-TZVPD.

Each line ends with the natural charge from an NBO analysis.
CARTESIAN COORDINATES (ANGSTROEM)
C 1.42 0.28 -0.02  1.17
F 1.66 -1.03 -0.08  -0.32
F 1.56 0.67 1.24  -0.32
F 2.35 0.90 -0.75  -0.31
O -1.98 0.68 -0.50  -0.77
C -0.98 0.16 0.01  0.96
O 0.22 0.60 -0.56  -0.54
O -0.96 -0.84 0.74  -0.78
Tl -3.28 -1.44 -0.08  0.90

HOMO level ... -10.568 eV
LUMO ... -0.8 eV


Record 11
A molecular structure, C2F3P at a distorted geometry. Source: the Open Molecules 2025 dataset; level of theory: ωB97M-V/def2-TZVPD.

Each line ends with the natural charge from an NBO analysis.
CARTESIAN COORDINATES (ANGSTROEM)
C -0.12 0.57 0.07  -0.03
C -0.25 -0.60 -0.45  0.13
F -0.87 2.10 0.31  -0.40
F -1.05 -1.48 -0.98  -0.26
F 1.67 -0.74 1.47  -0.58
P 1.53 -0.12 -0.02  1.13

Energy above the lowest of the compared OMol25 structures with the same formula, charge and spin ... 31.2 kcal per mole
HOMO level ... -11.269 eV
LUMO ... -0.7 eV


Record 12
A molecular structure, C2F6NO4RbS2 at a distorted geometry. Source: the Open Molecules 2025 dataset; level of theory: ωB97M-V/def2-TZVPD.

Each line ends with the natural charge from an NBO analysis.
CARTESIAN COORDINATES (ANGSTROEM)
Rb -15.71 -22.04 19.55  1.00
C -17.26 -19.01 16.66  0.77
F -18.23 -19.89 16.98  -0.32
F -16.06 -19.53 16.84  -0.34
F -17.23 -18.61 15.36  -0.31
S -17.48 -17.45 17.87  2.10
O -16.21 -16.76 17.91  -0.90
O -18.61 -16.72 17.30  -0.87
N -17.72 -18.33 19.37  -1.18
S -18.98 -17.67 19.92  2.15
O -19.02 -16.21 20.16  -0.92
O -20.18 -18.19 19.24  -0.95
C -19.14 -18.37 21.74  0.76
F -17.96 -18.23 22.36  -0.33
F -20.03 -17.65 22.36  -0.30
F -19.55 -19.68 21.78  -0.34

Energy above the lowest of the compared OMol25 structures with the same formula, charge and spin ... 47.7 kcal per mole
HOMO level ... -8.689 eV
LUMO ... -2.1 eV